Entry from OMol25: a 6-piece molecular cluster, C35H61F2IN2O10S8 overall in a non-equilibrium geometry (ωB97M-V with the def2-TZVPD basis set).

```
119
Properties=species:S:1:pos:R:3:forces:R:3
C 1.341 1.280 -5.132 0.158 0.196 0.053
C 0.278 2.334 -5.476 0.127 -0.515 -0.319
C -1.136 1.852 -5.182 0.084 0.604 0.311
F -1.369 0.764 -6.025 -0.075 0.070 0.004
C -1.406 1.515 -3.721 0.015 -0.419 -0.089
C -0.688 2.217 -2.770 0.045 0.082 0.094
C -0.873 2.015 -1.412 -0.049 0.045 0.380
C -1.821 1.121 -0.962 -0.443 -0.133 -0.229
C -2.551 0.420 -1.908 -0.063 -0.062 0.069
C -2.357 0.571 -3.271 0.033 0.178 -0.384
C -3.176 -0.277 -4.217 -0.211 0.223 0.429
I -1.982 -2.033 -4.678 -0.047 0.057 0.243
C -4.512 -0.773 -3.669 0.113 -0.480 -0.137
C -5.308 -1.580 -4.707 0.335 0.308 0.007
N -2.069 0.844 0.415 0.899 -0.035 0.178
C -1.541 -0.482 0.842 -0.792 0.048 -0.043
C -2.593 -1.589 0.817 0.088 -0.135 -0.335
F -0.511 -0.848 -0.003 0.225 0.091 0.341
C -1.792 1.890 1.340 -0.003 0.084 0.215
C -2.520 1.931 2.531 -0.108 0.162 -0.062
C -3.582 0.926 2.864 -0.500 0.266 -0.038
O -2.946 -0.177 3.552 0.076 -0.068 0.458
N -3.386 -0.242 4.894 0.070 0.622 -0.546
O -2.480 -0.391 5.614 -0.165 -0.334 0.129
C -2.253 2.900 3.490 0.165 -0.169 0.093
C -1.238 3.831 3.346 -0.271 0.215 -0.177
C -0.915 4.752 4.488 0.460 0.102 0.061
C 0.358 4.261 5.201 -0.086 -0.423 0.151
C 0.241 2.761 5.560 0.488 0.053 0.074
C 0.853 1.824 4.505 -0.728 0.327 0.184
S 1.393 0.264 5.139 0.673 -0.540 -0.658
O 1.446 -0.644 4.031 -0.254 0.079 0.061
O 2.567 0.430 5.932 -0.308 0.122 0.395
O 0.215 -0.183 6.112 0.245 0.483 0.038
C -0.523 3.823 2.146 -0.432 0.037 -0.257
S 0.781 4.992 1.832 0.433 0.041 0.217
C -0.805 2.871 1.152 0.047 0.007 -0.128
S 0.157 2.928 -0.321 0.019 0.051 0.000
H 2.138 1.273 -5.875 -0.011 0.069 0.004
H 1.809 1.489 -4.171 -0.057 -0.141 0.069
H 0.916 0.277 -5.114 -0.045 0.011 0.062
H 0.311 2.519 -6.552 -0.123 0.114 0.022
H 0.478 3.287 -4.989 -0.031 0.033 -0.024
H -1.834 2.647 -5.471 -0.114 -0.176 -0.154
H 0.061 2.944 -3.050 -0.033 -0.005 -0.114
H -3.276 -0.296 -1.548 -0.005 0.057 0.005
H -3.361 0.270 -5.137 0.230 -0.283 -0.204
H -4.305 -1.416 -2.812 -0.229 0.081 0.104
H -5.105 0.077 -3.323 0.142 0.125 0.000
H -5.042 -1.241 -5.711 -0.228 0.023 -0.059
H -6.377 -1.449 -4.555 -0.019 -0.132 -0.041
H -5.049 -2.636 -4.668 -0.114 -0.039 0.035
H -1.161 -0.349 1.855 0.299 -0.055 -0.110
H -3.595 -1.187 0.681 0.003 0.033 0.144
H -2.559 -2.185 1.727 0.004 0.016 -0.001
H -2.394 -2.253 -0.026 0.028 0.011 0.001
H -4.140 0.578 1.998 0.269 -0.222 -0.055
H -4.294 1.396 3.545 -0.022 -0.136 0.047
H -2.815 2.880 4.418 -0.078 0.076 -0.048
H -1.728 4.754 5.216 -0.108 -0.068 -0.111
H -0.791 5.780 4.144 0.056 -0.021 -0.013
H 0.532 4.828 6.117 -0.157 0.096 -0.035
H 1.239 4.416 4.578 -0.058 0.058 -0.065
H -0.813 2.494 5.662 0.023 0.009 0.228
H 0.721 2.575 6.522 0.017 0.012 -0.017
H 0.104 1.585 3.748 0.166 -0.054 -0.151
H 1.720 2.260 4.011 0.108 -0.108 0.033
H -0.639 -0.058 5.662 0.011 -0.365 -0.010
H 0.057 6.067 1.491 -0.213 -0.093 -0.023
C -2.903 -3.428 6.156 -0.056 -0.059 0.144
S -1.747 -4.344 5.132 0.085 0.096 -0.020
O -2.531 -5.424 4.469 -0.054 0.071 0.012
C -0.845 -5.109 6.482 -0.001 -0.013 0.077
H -3.592 -2.913 5.491 -0.017 -0.041 -0.038
H -3.458 -4.116 6.794 0.035 -0.060 -0.037
H -2.358 -2.703 6.759 0.017 0.004 -0.005
H -1.531 -5.690 7.099 -0.017 -0.015 -0.035
H -0.354 -4.335 7.071 0.015 0.012 -0.027
H -0.094 -5.768 6.051 -0.002 0.008 -0.025
C -2.024 -4.009 -10.586 0.033 0.026 -0.080
S -2.367 -4.126 -8.825 0.005 -0.046 0.037
O -3.818 -3.859 -8.651 -0.019 0.034 -0.025
C -1.500 -2.629 -8.354 0.068 0.090 0.017
H -2.523 -4.841 -11.077 -0.015 -0.012 0.032
H -2.415 -3.065 -10.968 -0.022 0.004 0.035
H -0.949 -4.076 -10.751 0.001 -0.012 0.006
H -1.926 -1.779 -8.889 -0.040 -0.025 -0.002
H -0.439 -2.732 -8.583 -0.004 -0.029 0.010
H -1.636 -2.494 -7.279 0.021 -0.041 -0.340
C 3.866 3.147 0.482 0.020 -0.179 0.108
S 4.419 4.550 -0.487 -0.042 0.040 0.019
O 3.769 4.448 -1.823 -0.003 -0.048 -0.011
C 6.110 3.985 -0.683 0.048 -0.096 0.022
H 2.805 3.274 0.682 0.002 0.046 -0.044
H 4.025 2.223 -0.075 0.009 0.037 -0.060
H 4.414 3.118 1.425 0.016 0.037 -0.009
H 6.117 3.009 -1.168 -0.045 0.010 -0.017
H 6.596 3.929 0.290 0.023 0.034 -0.007
H 6.633 4.707 -1.302 0.001 0.044 0.031
C -0.601 -10.871 4.532 -0.030 -0.081 -0.015
S -0.344 -9.194 5.123 0.030 0.038 -0.035
O -0.557 -9.215 6.596 -0.020 0.003 0.021
C -1.816 -8.483 4.395 -0.061 -0.078 -0.018
H 0.204 -11.490 4.922 0.014 0.027 0.018
H -1.561 -11.238 4.895 -0.003 0.031 0.024
H -0.575 -10.877 3.442 0.010 0.011 -0.001
H -2.697 -9.009 4.762 0.043 -0.043 0.039
H -1.755 -8.551 3.308 0.033 0.016 -0.001
H -1.863 -7.436 4.686 -0.032 -0.026 -0.060
C 8.624 5.783 -3.352 0.066 0.091 -0.028
S 9.283 4.192 -2.830 -0.066 -0.092 -0.077
O 9.543 4.279 -1.370 -0.021 0.084 0.027
C 10.869 4.367 -3.656 0.071 0.044 -0.043
H 7.640 5.905 -2.908 -0.014 -0.031 -0.003
H 9.285 6.579 -3.010 0.012 -0.023 0.028
H 8.535 5.797 -4.438 -0.011 -0.018 -0.001
H 11.373 5.260 -3.288 -0.022 -0.002 0.032
H 10.711 4.428 -4.733 -0.008 -0.016 0.000
H 11.460 3.484 -3.422 -0.026 -0.016 0.022
```
Positions in Å, forces in eV/Å.

As for the multiplicity: 1. Its total charge is 0. Its orbital gap is 6.852 eV. The relative energy (zero: lowest compared OMol25 entry of this formula, charge and spin) comes out at 0.0 kcal/mol.

Here are the Mulliken charges for atoms 1 to 99, given in e: -0.9538, -0.8873, 0.1794, -0.2728, 0.4683, -0.8534, 0.9814, -1.6828, -1.0639, 0.7332, -0.9056, 0.1310, -0.2551, -1.3030, 0.4900, 1.2830, -1.6154, -0.4002, -1.4897, 1.3111, -1.5965, 0.1094, -0.1240, -0.2106, -0.9025, 0.1666, -1.6976, -0.8436, -0.3369, 0.1955, 1.3628, -0.6425, -0.6570, -0.4604, 0.9174, -0.0877, 1.2365, -0.5342, 0.3575, 0.2619, 0.2327, 0.4371, 0.5148, 0.2718, 0.4476, 0.2100, 0.7664, 0.2529, 0.3672, 0.3134, 0.3681, 0.3660, -0.0080, 0.3600, 0.1684, 0.5318, 0.4847, 0.6036, 0.4101, 0.3906, 0.4733, 0.3791, 0.3659, 0.0570, 0.6022, -0.6540, 0.3693, 0.4092, 0.2145, -0.9631, 0.6862, -0.7060, -1.0818, 0.2407, 0.4210, 0.3351, 0.3349, 0.4074, 0.3066, -0.9284, 0.4891, -0.6132, -0.3017, 0.3244, 0.2969, 0.3408, 0.3113, 0.4045, -0.4122, -0.3395, 0.4936, -0.6154, -0.4744, -0.4202, 0.3964, 0.4064, 0.3406, 0.3706, -0.2068

=====

Entry from OMol25: a 2-piece molecular cluster, C2H5NOS overall in a non-equilibrium geometry (ωB97M-V with the def2-TZVPD basis set).

```
10
Properties=species:S:1:pos:R:3:forces:R:3
C 0.267 0.758 -0.398 1.482 -0.634 2.179
C -0.664 0.736 -1.474 -0.676 0.125 -0.865
N 1.048 0.803 0.475 -1.298 0.714 -2.234
O 0.542 -1.028 2.057 0.774 0.820 -0.118
S -0.710 -1.848 1.137 -0.160 0.234 -0.437
H -1.123 -0.253 -1.527 0.151 0.068 0.140
H -1.447 1.471 -1.286 0.015 0.020 -0.003
H -0.178 0.954 -2.425 0.094 0.076 0.070
H 0.990 0.057 1.326 -0.319 -1.404 1.206
H 1.276 -1.650 2.115 -0.062 -0.018 0.062
```
Positions in Å, forces in eV/Å.

As for the multiplicity: 1. Its total charge is 0. Its orbital gap is 7.449 eV. The relative energy (zero: lowest compared OMol25 entry of this formula, charge and spin) comes out at 80.4 kcal/mol.

So, what does the Mulliken scheme give us? The charges, in e, come out as: 0.3160, -0.6603, -0.3278, -0.5715, -0.4418, 0.2524, 0.2668, 0.3031, 0.5075, 0.3556

=====

Entry from OMol25: C38H92N6O18Sr as an isolated structure in a non-equilibrium geometry (ωB97M-V with the def2-TZVPD basis set).

```
155
Properties=species:S:1:pos:R:3:forces:R:3
Sr 0.743 -0.667 3.813 1.220 -1.994 -1.037
O 3.218 -4.004 2.834 -0.126 -0.705 -2.442
C 3.134 -3.569 4.063 2.799 0.005 4.113
O 3.955 -3.924 4.898 0.894 -1.372 0.061
O 2.287 -2.711 4.339 -3.714 3.144 -0.444
H 2.715 -3.308 2.405 -0.451 0.214 -1.228
O 2.220 -0.451 -0.314 -1.086 1.137 0.369
C 1.568 -0.684 0.826 -0.467 -1.210 3.190
O 1.860 -1.707 1.489 1.255 -1.568 -0.353
O 0.723 0.044 1.414 -0.833 2.761 -1.726
H 2.865 -1.160 -0.258 0.724 -1.008 -0.654
C -0.767 -1.513 -1.758 -0.560 -0.411 -1.133
O -1.971 -1.049 -2.307 -0.928 1.640 0.530
C -2.625 -2.013 -3.042 -0.975 0.105 -1.134
C -3.961 -1.517 -3.642 0.634 -0.690 0.326
N -4.532 -2.554 -4.512 1.555 1.095 -0.365
C -4.900 -3.749 -3.801 -1.429 -0.629 -0.743
C -5.719 -4.792 -4.639 2.021 0.863 1.463
O -6.998 -4.337 -4.829 -1.251 -0.283 -0.989
C -7.681 -5.196 -5.747 -1.126 0.527 0.775
H -0.284 -2.021 -2.593 0.830 0.013 0.158
H -1.030 -2.296 -1.047 0.557 0.161 0.717
H -0.206 -0.636 -1.434 0.088 -0.471 0.418
H -2.856 -2.901 -2.452 0.321 -0.230 0.241
H -1.996 -2.271 -3.894 0.135 -0.477 -0.185
H -3.813 -0.610 -4.228 0.115 -0.005 0.028
H -4.665 -1.304 -2.837 -0.103 0.290 0.439
H -5.206 -2.026 -5.047 -0.731 -1.104 -0.071
H -5.485 -3.456 -2.929 -0.452 -0.294 0.412
H -4.040 -4.291 -3.407 0.250 0.225 -0.305
H -5.698 -5.709 -4.050 -0.178 -0.367 0.113
H -5.206 -5.012 -5.576 0.128 0.157 -0.286
H -7.222 -5.195 -6.735 0.047 -0.102 0.034
H -8.719 -4.864 -5.785 0.131 0.599 -0.406
H -7.854 -6.196 -5.349 0.859 -0.399 0.055
C -3.618 2.358 -1.585 0.587 -0.350 -0.945
O -2.998 2.615 -0.335 -0.004 -0.175 -0.210
C -1.946 1.690 0.022 -1.334 -0.605 0.122
C -2.587 0.403 0.592 -0.769 1.141 -0.005
N -3.522 0.827 1.673 -0.291 -0.674 -0.425
C -4.713 -0.035 1.718 -0.255 0.225 1.324
C -5.870 0.511 2.592 0.808 -0.138 0.391
O -5.387 0.755 3.923 -1.226 0.302 -0.713
C -6.333 1.423 4.786 1.541 -0.270 0.620
H -4.452 3.019 -1.818 0.131 0.241 0.662
H -3.961 1.342 -1.782 -0.219 -0.382 0.788
H -2.902 2.468 -2.399 0.370 0.408 -0.100
H -1.400 2.182 0.827 0.311 0.027 -0.303
H -1.336 1.428 -0.842 0.240 0.248 0.072
H -1.837 -0.296 0.962 0.209 0.102 -0.002
H -3.163 -0.098 -0.185 0.141 -0.075 -0.248
H -3.765 1.801 1.562 -0.161 0.053 -0.340
H -4.357 -0.965 2.162 -0.274 -0.298 0.049
H -5.152 -0.315 0.761 0.136 0.268 -0.460
H -6.704 -0.187 2.649 0.048 -0.405 -0.203
H -6.295 1.418 2.161 0.189 0.387 -0.067
H -7.072 0.801 5.292 -0.029 -0.590 -0.436
H -6.864 2.285 4.382 0.326 0.040 -0.494
H -5.623 1.726 5.556 -0.528 0.554 0.350
C 7.563 -2.656 1.866 -0.264 0.133 -0.581
O 7.022 -1.393 1.453 -1.220 -0.464 0.407
C 5.640 -1.202 1.895 0.462 0.048 1.015
C 5.183 0.187 1.535 0.864 -0.022 -0.111
N 6.183 1.115 2.047 -1.477 0.943 0.362
C 5.952 2.509 1.575 0.806 -1.102 1.207
C 4.627 3.132 2.030 -0.192 -0.383 -0.627
O 4.592 4.456 1.569 -0.461 1.536 -0.138
C 3.341 5.138 1.793 0.523 -0.581 -0.307
H 7.263 -2.917 2.882 -0.041 -0.002 0.016
H 8.649 -2.668 1.779 0.025 0.584 0.185
H 7.254 -3.426 1.160 -0.424 -0.254 0.128
H 5.577 -1.210 2.984 0.739 0.034 0.467
H 4.892 -1.977 1.723 0.340 -0.385 -1.279
H 4.220 0.357 2.016 -0.115 -0.001 0.079
H 5.039 0.340 0.466 -0.113 -0.107 -0.398
H 7.105 0.781 1.806 0.004 0.135 -0.115
H 6.129 2.514 0.499 -0.355 0.694 -0.204
H 6.710 3.064 2.128 0.226 0.409 -0.578
H 4.543 3.085 3.116 0.159 -0.047 0.328
H 3.753 2.629 1.617 -0.154 -0.445 -0.125
H 3.247 6.086 1.263 0.822 -0.060 -0.243
H 3.197 5.389 2.844 -0.095 -0.353 0.262
H 2.528 4.542 1.378 -0.251 -0.310 0.307
C 4.916 -1.961 -1.447 0.578 -0.545 -1.127
O 3.859 -2.665 -0.807 0.417 -0.106 0.385
C 4.079 -4.058 -0.520 -0.635 -1.179 0.631
C 2.771 -4.809 -0.108 0.587 -0.069 -0.471
N 2.053 -5.290 -1.268 0.226 0.710 -0.553
C 1.682 -4.153 -2.104 -0.590 -1.231 0.125
C 0.792 -4.620 -3.233 0.239 0.850 0.457
O -0.359 -5.293 -2.699 0.388 -0.017 -1.200
C -1.317 -5.457 -3.764 0.460 1.446 0.743
H 5.878 -2.474 -1.451 0.199 0.027 1.174
H 4.987 -0.918 -1.139 0.023 -0.333 0.512
H 4.827 -1.910 -2.532 -1.021 -0.035 -0.405
H 4.732 -4.309 0.316 0.451 1.115 0.303
H 4.544 -4.575 -1.360 -0.229 0.132 -0.465
H 2.190 -4.171 0.558 -0.168 0.363 -0.122
H 2.986 -5.712 0.463 0.613 0.241 0.252
H 1.206 -5.767 -0.992 -0.098 -0.096 0.052
H 2.575 -3.651 -2.476 -0.142 -0.102 -0.171
H 1.120 -3.434 -1.507 -0.063 0.411 0.082
H 1.346 -5.170 -3.994 -0.090 -0.717 0.174
H 0.545 -3.682 -3.732 -0.780 0.105 -0.336
H -1.504 -4.439 -4.105 -0.319 0.079 -0.421
H -2.264 -5.806 -3.353 0.327 -0.570 -0.096
H -0.907 -5.991 -4.621 -0.170 -0.534 0.205
C 3.031 9.649 -2.498 -1.522 0.980 -0.458
O 2.097 8.698 -2.116 -1.068 -2.570 1.065
C 0.738 8.745 -2.679 2.503 1.320 -0.542
C -0.051 7.541 -2.268 0.324 0.821 1.117
N 0.586 6.356 -2.665 0.875 -2.028 -0.868
C -0.175 5.173 -2.241 0.027 0.986 -1.002
C 0.459 3.862 -2.673 0.743 0.432 0.579
O 1.680 3.598 -1.968 0.118 0.131 0.117
C 1.642 2.518 -1.042 -0.837 0.060 -0.740
H 2.742 10.573 -1.998 0.315 0.576 -0.041
H 2.874 9.790 -3.567 0.820 0.297 -0.347
H 4.054 9.414 -2.205 -0.243 -0.471 -0.172
H 0.881 8.749 -3.760 -0.205 -0.005 -0.317
H 0.390 9.735 -2.384 -0.867 -0.162 0.099
H -1.058 7.536 -2.686 -0.094 0.414 -0.012
H -0.109 7.562 -1.180 -0.519 0.244 0.536
H 1.551 6.296 -2.371 0.065 0.199 0.204
H -1.094 5.324 -2.807 -0.496 -0.575 0.088
H -0.443 5.260 -1.188 0.092 -0.492 0.432
H 0.752 3.955 -3.719 -0.187 -0.006 -0.124
H -0.250 3.042 -2.564 -0.049 -0.146 0.069
H 2.629 2.090 -0.869 -0.015 0.342 -0.112
H 1.007 1.758 -1.496 0.117 -0.485 0.194
H 1.163 2.795 -0.103 0.093 0.142 0.284
C 1.148 2.819 3.656 0.761 0.521 -1.195
O 0.355 1.818 4.233 -0.029 -0.187 0.898
C -0.996 2.164 4.169 -1.995 -0.209 0.572
C -1.898 1.036 4.597 0.046 -1.554 -0.523
N -1.808 -0.156 3.702 0.949 0.827 1.276
C -2.480 -1.307 4.291 0.070 -0.156 -1.599
C -2.196 -2.506 3.337 0.485 0.656 1.898
O -0.800 -2.807 3.554 0.191 -1.115 -0.346
C -0.353 -3.972 2.787 -0.576 0.124 -1.284
H 0.847 3.848 3.851 -0.464 -0.092 0.430
H 1.054 2.661 2.582 0.481 0.234 -0.284
H 2.186 2.754 3.982 -0.077 -0.405 -0.029
H -1.337 2.463 3.179 0.465 0.278 -0.285
H -1.248 2.931 4.902 0.393 0.644 -0.189
H -2.949 1.325 4.597 -0.029 0.553 0.250
H -1.622 0.698 5.596 -0.028 0.099 0.289
H -2.310 0.129 2.873 -0.282 0.122 -0.441
H -3.556 -1.138 4.332 -0.227 -0.033 0.275
H -2.083 -1.420 5.299 -0.110 -0.629 0.021
H -2.412 -2.232 2.304 0.197 0.051 -0.170
H -2.885 -3.298 3.632 0.369 -0.557 -0.075
H -0.350 -3.669 1.740 -0.631 -0.046 -0.310
H -0.996 -4.837 2.947 -0.424 0.262 0.078
H 0.653 -4.391 2.817 0.363 1.007 1.538
```
Positions in Å, forces in eV/Å.

As for the multiplicity: 1. Its total charge is 0. Its orbital gap is 7.150 eV. The relative energy (zero: lowest compared OMol25 entry of this formula, charge and spin) comes out at 88.7 kcal/mol.

Here are the Mulliken charges for atoms 1 to 99, given in e: 1.6087, -0.4271, 0.3521, -0.7832, -0.6804, -0.0844, -0.1092, 0.6971, -0.1071, 0.2079, -0.0929, -0.1232, -0.0170, -0.7333, -0.9781, -0.2813, -0.0339, -0.8282, -0.2893, -0.7964, 0.4058, 0.3261, -0.5364, 0.4416, 0.2853, 0.4349, 0.3519, 0.2833, 0.3262, -0.0546, 0.3788, 0.3874, 0.3152, 0.2745, 0.3224, -0.4971, -0.5549, 0.4916, 0.6999, -0.1480, -0.2668, -0.9546, -0.1858, -0.8309, 0.4059, 0.0463, 0.1998, -0.5019, 0.0026, -0.4852, 0.2914, 0.4110, 0.0366, 0.3708, 0.4504, 0.4479, 0.2960, 0.3418, 0.2327, -0.8087, -0.4760, -0.3984, 0.0979, -0.3884, -0.8593, 0.5829, -0.4121, -0.3781, 0.3719, 0.3061, 0.1972, 0.6734, 0.2001, -0.3827, 0.2656, 0.2963, 0.3837, 0.3860, 0.2314, -0.4035, 0.3178, 0.2818, -0.0224, -0.9017, -0.1708, -0.7984, -0.4804, -0.4489, 0.2195, -0.8324, -0.3280, -0.6414, 0.4091, 0.1174, 0.2914, 0.1362, 0.4694, 0.0163, 0.6036